Entry 1:
Below is a structure of composition C36H25F9MnN5O3PS2, with properties calculated with ωB97M-V with the def2-TZVPD basis set.

Values from the calculation:
HOMO-LUMO gap (spin up / spin down): 7.32 / 4.61 eV
lowest unoccupied orbital energy (spin up / spin down): 2.43 / 2.44 eV
expectation value of S²: 6.435
HOMO (spin up / spin down): -4.885 / -2.171 eV

Geometry as ORCA input:
```
! RIJCOSX wB97M-V def2-TZVPD def2/J DEFGRID3
* xyz -1 5
Mn -0.3915 -1.1448 -0.1055
N 5.0976 -4.7343 4.6021
C 3.9269 -4.0177 4.3106
C 3.8558 -3.2169 3.1709
C 2.7214 -2.4701 2.9061
C 1.6385 -2.5298 3.7727
C 1.6929 -3.3241 4.9063
C 2.8344 -4.0639 5.1755
S 0.2252 -1.5109 3.4852
O 0.6994 -0.1519 3.4723
O -0.7781 -1.8877 4.4474
N -0.2484 -1.8238 1.9697
C -0.6973 -3.0745 1.6458
N -1.2607 -3.1200 0.4110
C -1.7050 -4.2907 -0.0144
C -1.6314 -5.4359 0.7550
C -1.0163 -5.2932 1.9925
N -0.5343 -4.1467 2.4461
H 5.6772 -4.9414 3.8059
H 4.9681 -5.5352 5.1970
H 4.6982 -3.1810 2.4870
H 2.6703 -1.8572 2.0144
H 0.8268 -3.3698 5.5553
H 2.8815 -4.6908 6.0608
H -2.1320 -4.3023 -1.0114
H -2.0143 -6.3840 0.4050
H -0.8873 -6.1521 2.6468
O -0.1320 -1.8107 -2.1656
N 0.9933 -1.6337 -2.8157
C 0.9511 -1.7854 -4.1577
C 2.0599 -1.6341 -4.9414
C 3.2677 -1.3059 -4.3239
C 3.2979 -1.1385 -2.9636
C 2.1453 -1.2863 -2.1610
S 2.1365 -1.0329 -0.4723
H -0.0324 -2.0209 -4.5345
H 1.9723 -1.7482 -6.0123
H 4.1689 -1.1778 -4.9111
H 4.2110 -0.8735 -2.4480
F -6.4497 5.0110 -1.8806
C -6.3016 4.4102 -0.6797
F -7.4245 3.7049 -0.4548
F -6.2680 5.4005 0.2357
C -5.0661 3.5652 -0.6335
C -3.8344 4.1750 -0.8681
C -2.6800 3.4172 -0.8327
C -2.7307 2.0473 -0.5678
C -3.9597 1.4623 -0.3358
C -5.1348 2.2143 -0.3636
P -1.1466 0.9783 -0.5119
C -0.3111 1.9951 0.7932
C -1.0573 2.2679 1.9420
C -0.4840 2.8828 3.0456
C 0.8476 3.2510 3.0066
C 1.6122 2.9738 1.8839
C 1.0408 2.3358 0.7960
C 1.4894 3.9502 4.1632
F 1.7249 5.2571 3.8916
F 0.7306 3.9205 5.2723
F 2.6838 3.4150 4.4814
C -0.5640 1.4360 -2.2084
C -1.5113 1.3830 -3.2329
C -1.1458 1.5402 -4.5651
C 0.1778 1.7721 -4.8897
C 1.1394 1.8118 -3.8893
C 0.7706 1.6270 -2.5654
C 0.6003 1.9538 -6.3135
F 1.3165 0.9032 -6.7742
F 1.3868 3.0388 -6.4712
F -0.4468 2.1005 -7.1470
H -3.7909 5.2381 -1.0777
H -1.7185 3.8905 -1.0144
H -3.9989 0.3950 -0.1277
H -6.0938 1.7469 -0.1798
H -2.1009 1.9811 1.9868
H -1.0709 3.0593 3.9366
H 2.6648 3.2301 1.8698
H 1.6753 2.0682 -0.0316
H -2.5554 1.2258 -2.9877
H -1.8949 1.4979 -5.3452
H 2.1814 1.9692 -4.1455
H 1.5416 1.5946 -1.8133
*
```

Löwdin population analysis, charges in e, atoms 1 to 6:
1 Mn 0.389
2 N 0.078
3 C -0.329
4 C -0.030
5 C -0.058
6 C -0.301

=====

Entry 2:
Below is a structure of composition H2N2O3, with properties calculated with ωB97M-V with the def2-TZVPD basis set.

Values from the calculation:
HOMO-LUMO gap (spin up / spin down): 6.52 / 7.40 eV
lowest unoccupied orbital energy (spin up / spin down): -0.14 / -3.30 eV
expectation value of S²: 2.007
HOMO (spin up / spin down): -6.667 / -10.697 eV

Geometry as ORCA input:
```
! RIJCOSX wB97M-V def2-TZVPD def2/J DEFGRID3
* xyz 0 3
N -0.4829 0.3911 0.2968
N 0.8135 0.1012 -0.1012
O 1.6442 0.9499 -0.0572
O 0.9322 -1.1197 -0.1801
O -1.4076 -0.5884 0.1272
H -0.9326 1.5607 -0.0509
H -0.5669 -1.2948 -0.0347
*
```

natural (NBO) population analysis, charges in e, atoms 1 to 6:
1 N 0.048
2 N 0.395
3 O -0.403
4 O -0.556
5 O -0.349
6 H 0.373

=====

Entry 3:
Below is a structure of composition C5H8CeFO4, with properties calculated with ωB97M-V with the def2-TZVPD basis set.

Values from the calculation:
HOMO-LUMO gap (spin up / spin down): 6.18 / 7.84 eV
lowest unoccupied orbital energy (spin up / spin down): -4.28 / -4.56 eV
expectation value of S²: 2.001
HOMO (spin up / spin down): -10.466 / -12.397 eV

Geometry as ORCA input:
```
! RIJCOSX wB97M-V def2-TZVPD def2/J DEFGRID3
* xyz 1 3
C 1.3188 -1.1397 -1.2364
O 0.8637 0.0473 -1.7816
Ce 1.3159 2.4021 -1.9551
C 1.6093 -2.2033 -2.2883
H 2.2342 -0.9920 -0.6251
H 0.5613 -1.5448 -0.5294
H 1.9167 -3.1498 -1.8181
H 0.7163 -2.4009 -2.9011
H 2.4188 -1.8699 -2.9557
C -1.0710 1.8506 0.3588
O -0.7279 2.2627 1.5832
C -1.1276 1.3160 2.5423
C -1.5674 0.1271 1.6952
O -1.7116 0.7023 0.3931
O -0.9592 2.5484 -0.6329
F -2.1732 1.8449 3.2462
H -0.3022 1.1301 3.2366
H -0.7895 -0.6434 1.6480
H -2.5253 -0.2876 2.0206
*
```

Löwdin population analysis, charges in e, atoms 1 to 6:
1 C -0.443
2 O -0.490
3 Ce 1.547
4 C -0.092
5 H 0.104
6 H 0.101

=====

Entry 4:
Below is a cluster of 3 separate species, C3H8O2S in total, with properties calculated with ωB97M-V with the def2-TZVPD basis set.

Values from the calculation:
HOMO-LUMO gap: 5.07 eV
lowest unoccupied orbital energy: -4.03 eV
HOMO: -9.097 eV

Geometry as ORCA input:
```
! RIJCOSX wB97M-V def2-TZVPD def2/J DEFGRID3
* xyz 0 1
O -1.8674 0.0467 -0.8216
C -2.0620 -0.3506 0.3677
C -1.1431 -0.0237 1.3959
C 0.1084 0.7534 1.0535
S 1.6619 -0.1040 0.6958
H -3.0110 -0.9584 0.5349
H 3.0742 -1.0321 -1.9214
H -1.1104 -0.8576 2.1999
H 0.0037 1.3774 0.1470
H 0.4412 1.5207 1.8513
H 2.8946 -1.7413 -1.7070
H -0.3974 -0.0083 -2.0158
H 1.0802 -0.0920 -1.5608
O 0.4943 0.1010 -2.3738
*
```

natural (NBO) population analysis, charges in e, atoms 1 to 6:
1 O -0.508
2 C 0.274
3 C -0.077
4 C -0.687
5 S 0.043
6 H 0.166

=====

Entry 5:
Below is a structure of composition C46H56AsN2O10P2RbS3, with properties calculated with ωB97M-V with the def2-TZVPD basis set.

Values from the calculation:
HOMO-LUMO gap: 4.70 eV
lowest unoccupied orbital energy: 3.58 eV
HOMO: -1.116 eV

Geometry as ORCA input:
```
! RIJCOSX wB97M-V def2-TZVPD def2/J DEFGRID3
* xyz -2 1
Rb -0.6340 -0.8910 0.6685
C 1.7830 -0.2559 3.3064
C 2.6321 -1.4992 3.0011
N 1.9501 -2.4181 2.1296
C 1.9770 -3.8130 2.4396
C 1.1450 -4.1754 3.6774
S -0.6115 -3.7674 3.4864
C -0.9328 -2.3901 4.6285
C 0.1483 -1.3268 4.7837
N 0.4049 -0.6067 3.5625
H 2.2507 0.2938 4.1466
H 1.8103 0.4141 2.4436
H 3.5990 -1.1601 2.5957
H 2.8694 -2.0119 3.9398
H 2.0466 -2.2035 1.1375
H 1.5583 -4.3420 1.5798
H 2.9970 -4.2209 2.6056
H 1.2223 -5.2509 3.8560
H 1.5390 -3.6920 4.5718
H -1.8156 -1.9121 4.1937
H -1.2037 -2.7732 5.6176
H -0.1713 -0.6615 5.6046
H 1.0757 -1.7870 5.1313
H -0.2275 0.1843 3.4633
O 1.1107 2.2804 -2.3933
S 1.3031 0.9950 -1.6641
C 2.3448 0.0219 -2.7765
C 3.4719 0.6557 -3.2671
C 4.2368 0.0571 -4.2600
C 3.8256 -1.1599 -4.7687
C 2.6709 -1.7688 -4.2836
C 1.9023 -1.2100 -3.2687
P 0.2301 -1.9607 -2.6929
C -0.7022 -0.6099 -3.5232
C -0.4652 -0.3705 -4.8719
C -1.1125 0.6596 -5.5364
C -1.9817 1.4906 -4.8482
C -2.2052 1.2733 -3.4965
C -1.5839 0.2200 -2.8417
C 0.2663 -3.4756 -3.6891
C -0.6794 -3.7333 -4.6667
C -0.6450 -4.9302 -5.3654
C 0.3173 -5.8819 -5.0684
C 1.2432 -5.6407 -4.0617
C 1.2184 -4.4397 -3.3736
C 2.4081 1.4232 -0.3033
C 3.6098 0.7656 -0.0760
C 4.4420 1.1910 0.9469
C 4.0634 2.2631 1.7405
C 2.8406 2.8795 1.5347
C 1.9763 2.4682 0.5160
P 0.2628 3.1982 0.3763
C 0.0149 3.9249 2.0016
C -0.4894 5.2024 2.1768
C -0.7961 5.7281 3.4297
C -0.4690 4.9433 4.5524
C 0.0097 3.6712 4.4389
C 0.0433 2.9624 3.1368
C 0.6129 4.6631 -0.6702
C 1.6615 5.5418 -0.4053
C 1.8794 6.6463 -1.2123
C 1.0426 6.8921 -2.2911
C -0.0052 6.0274 -2.5615
C -0.2158 4.9160 -1.7574
H 3.7341 1.6326 -2.8784
H 5.1263 0.5481 -4.6363
H 4.3905 -1.6458 -5.5566
H 2.3745 -2.7088 -4.7293
H 0.2423 -0.9862 -5.4140
H -0.9154 0.8241 -6.5893
H -2.4683 2.3139 -5.3577
H -2.8591 1.9217 -2.9265
H -1.7782 0.1201 -1.7821
H -1.4604 -3.0096 -4.8634
H -1.3890 -5.1278 -6.1280
H 0.3325 -6.8232 -5.6059
H 1.9745 -6.3957 -3.8004
H 1.9171 -4.2495 -2.5675
H 3.8696 -0.0853 -0.6919
H 5.3773 0.6741 1.1281
H 4.7072 2.6053 2.5430
H 2.5130 3.6790 2.1917
H -0.6215 5.8369 1.3061
H -1.1485 6.7471 3.5314
H -0.5556 5.3750 5.5484
H 0.3057 3.1189 5.3263
H 0.8976 2.2821 3.0797
H 2.3023 5.3571 0.4468
H 2.7028 7.3186 -0.9979
H 1.2122 7.7572 -2.9231
H -0.6540 6.2067 -3.4113
H -1.0052 4.2124 -1.9885
O -3.0234 1.2743 0.2308
H -2.9943 0.6222 0.9627
H -2.2664 1.8580 0.3892
O 0.6929 -2.0909 -1.1723
O 1.9020 -1.4832 -0.6751
C -2.3475 2.4392 3.1093
O -1.0420 1.9238 3.0156
H -2.5401 3.1873 2.3300
H -2.5170 2.9123 4.0850
H -3.0336 1.5998 2.9774
O -1.4108 -2.4393 -2.0535
S -1.8061 -3.6719 -1.1180
O -3.0679 -4.1582 -1.6581
O -0.7321 -4.6387 -1.1610
O -1.9828 -3.0452 0.1962
C -4.6620 -1.6670 -0.2870
As -4.1751 -1.8451 1.5684
C -5.7696 -1.1926 2.5012
C -4.0289 -3.6823 2.1433
O -2.9414 -0.8646 2.0456
H -5.7499 -1.5897 -0.3459
H -4.2905 -2.5061 -0.8702
H -4.2190 -0.7327 -0.6349
H -6.6254 -1.8427 2.3102
H -5.9856 -0.1872 2.1410
H -5.5674 -1.1508 3.5702
H -4.6417 -4.3065 1.4932
H -4.3790 -3.7546 3.1743
H -2.9901 -3.9800 2.0523
*
```

Löwdin population analysis, charges in e, atoms 1 to 6:
1 Rb 0.912
2 C -0.217
3 C -0.207
4 N -0.077
5 C -0.296
6 C -0.470

=====

Entry 6:
Below is a structure of composition F4V2, with properties calculated with ωB97M-V with the def2-TZVPD basis set.

Values from the calculation:
HOMO-LUMO gap (spin up / spin down): 6.04 / 8.30 eV
lowest unoccupied orbital energy (spin up / spin down): -2.45 / -2.42 eV
expectation value of S²: 12.009
HOMO (spin up / spin down): -8.486 / -10.725 eV

Geometry as ORCA input:
```
! RIJCOSX wB97M-V def2-TZVPD def2/J DEFGRID3
* xyz 0 7
V -0.2457 2.0009 0.2190
V 0.2602 -0.8704 -0.2804
F -0.3920 0.7229 -1.5538
F -0.3980 -2.8187 0.0857
F 1.7040 0.7518 0.2297
F -0.9286 0.2135 1.2998
*
```

How is the electron density shared among the atoms? According to natural (NBO), the charges in e are:
1 V 1.659
2 V 1.584
3 F -0.798
4 F -0.828
5 F -0.819
6 F -0.798

=====

The records above give, respectively, largest force on an atom values of 1.0, 8.0, 3.7, 4.3, 1.2, 4.7 eV/Å.